{"formula": "C4H12N2O", "method": "ωB97M-V/def2-TZVPD", "smiles": "CN[C@H](CN)CO", "orbital_gap_ev": 9.22, "homo_ha": -0.312, "relative_energy_ev": 2.132, "e_lumo_ev": 0.74, "fmax_ev_per_a": 2.39, "species": ["C", "N", "C", "C", "N", "C", "O", "H", "H", "H", "H", "H", "H", "H", "H", "H", "H", "H", "H"], "positions_angstrom": [[-0.23221, -1.25716, -2.02350], [0.53367, -0.82272, -0.86898], [-0.18912, -0.37925, 0.30274], [-0.58233, 1.10308, 0.20382], [0.48586, 2.00721, -0.28387], [0.57564, -0.84899, 1.52288], [0.01017, -0.46555, 2.72135], [-0.95645, -1.92088, -1.58265], [-0.90578, -0.42142, -2.43315], [0.40269, -1.71928, -2.77294], [1.28275, -0.10231, -1.10724], [-1.19988, -0.86359, 0.46361], [-1.43621, 1.03476, -0.48199], [-1.08163, 1.53187, 1.07932], [1.15209, 2.26780, 0.43188], [0.07690, 2.85303, -0.68850], [0.44881, -1.94438, 1.34444], [1.63495, -0.53916, 1.33969], [-0.01992, 0.48694, 2.83309]], "forces_ev_per_a": [[-1.295, 1.854, 0.770], [1.752, 0.774, -0.358], [-1.344, 0.529, 0.300], [-0.195, 0.530, -0.185], [-0.675, -0.274, -0.494], [0.702, -0.385, -2.024], [-0.250, -0.261, 1.122], [-0.219, -0.923, -0.388], [1.090, -0.873, -0.105], [-0.180, 0.020, -0.065], [-1.604, -1.209, 0.370], [0.929, 0.057, -0.807], [0.486, 0.664, -0.521], [0.211, -0.440, 0.516], [-0.218, 0.021, 0.084], [0.344, -0.402, 0.296], [0.736, 0.624, 1.023], [-0.404, -0.386, 0.721], [0.134, 0.080, -0.257]]}

{"formula": "C4H12N2O", "method": "ωB97M-V/def2-TZVPD", "smiles": "[H]/N=C(/[NH3+])[O-].CCC", "orbital_gap_ev": 10.57, "homo_ha": -0.359, "relative_energy_ev": 2.035, "e_lumo_ev": 0.79, "fmax_ev_per_a": 1.23, "species": ["H", "N", "C", "N", "O", "H", "H", "H", "C", "C", "C", "H", "H", "H", "H", "H", "H", "H", "H"], "positions_angstrom": [[2.62593, 1.58250, 1.84105], [1.86349, 1.85975, 1.23672], [1.70488, 1.29465, 0.06878], [0.44982, 2.29491, -0.37603], [2.05604, 0.37915, -0.61933], [0.77810, 2.65702, 0.75819], [0.65629, 2.85092, -1.20008], [-0.41626, 1.77769, -0.49769], [-0.15362, -2.29370, -0.57571], [-1.16417, -1.14941, -0.63119], [-1.40529, -0.51680, 0.74059], [-0.01509, -2.74683, -1.55920], [0.81874, -1.92873, -0.24088], [-0.48316, -3.07479, 0.11464], [-0.79462, -0.39290, -1.33025], [-2.11538, -1.51214, -1.03327], [-1.79273, -1.25491, 1.44630], [-0.47823, -0.12356, 1.16479], [-2.13473, 0.29717, 0.69255]], "forces_ev_per_a": [[-0.041, -0.302, -0.180], [0.258, 0.405, 0.241], [-0.777, 0.002, 0.055], [0.648, -0.288, 0.914], [0.135, 0.315, -0.001], [-0.263, -0.227, -1.177], [-0.024, 0.023, 0.151], [0.045, 0.064, 0.008], [-0.037, 0.070, 0.004], [0.034, -0.063, 0.129], [-0.002, -0.032, -0.097], [-0.015, 0.003, 0.040], [-0.026, 0.001, -0.001], [-0.011, 0.027, -0.030], [-0.024, -0.013, -0.027], [0.048, 0.037, -0.004], [0.009, 0.006, -0.021], [0.017, -0.005, -0.001], [0.026, -0.022, -0.002]]}

{"formula": "C4H12N2O", "method": "ωB97M-V/def2-TZVPD", "smiles": "C=NC.CNCO", "orbital_gap_ev": 10.15, "homo_ha": -0.339, "relative_energy_ev": 2.814, "e_lumo_ev": 0.93, "fmax_ev_per_a": 2.56, "species": ["C", "N", "C", "H", "H", "H", "H", "H", "C", "N", "C", "O", "H", "H", "H", "H", "H", "H", "H"], "positions_angstrom": [[-1.47051, -1.89572, -1.08120], [-0.64538, -2.26952, -0.16011], [0.67727, -2.64674, -0.67066], [-2.44216, -1.61853, -0.80382], [-1.24333, -1.81977, -2.18610], [1.42617, -1.87581, -0.43619], [0.60660, -2.89355, -1.77659], [0.93079, -3.57054, -0.12909], [-0.91097, 2.62153, 0.54800], [-0.25530, 1.38235, 1.00841], [1.08364, 1.33502, 0.48637], [1.92368, 0.23081, 0.95123], [-0.26593, 3.40985, 0.98129], [-1.89392, 2.75611, 1.05274], [-0.96563, 2.71974, -0.58967], [-0.77043, 0.58452, 0.67848], [0.93459, 1.18865, -0.60692], [1.59344, 2.25232, 0.84579], [1.68739, 0.10929, 1.88804]], "forces_ev_per_a": [[2.209, -0.650, 0.363], [-0.906, 0.965, -2.188], [-0.421, -0.855, -0.418], [-1.392, 0.393, 0.476], [0.088, -0.277, 1.074], [-0.298, -0.225, -0.127], [0.439, 0.441, 1.105], [0.276, 0.290, -0.269], [0.445, 0.174, 0.397], [-0.500, 0.161, 0.627], [0.651, -0.702, -0.027], [-1.535, 0.702, 0.009], [-0.432, 0.057, -0.638], [0.536, -0.330, -0.695], [-0.077, -0.011, 1.367], [-0.155, -0.425, -0.068], [1.240, 0.435, 0.313], [-0.307, -0.178, -0.935], [0.139, 0.033, -0.365]]}

{"formula": "C4H12N2O", "method": "ωB97M-V/def2-TZVPD", "smiles": "CNONC.C=C", "orbital_gap_ev": 9.61, "homo_ha": -0.314, "relative_energy_ev": 5.451, "e_lumo_ev": 1.06, "fmax_ev_per_a": 1.19, "species": ["C", "N", "O", "N", "C", "H", "H", "H", "H", "H", "H", "H", "H", "C", "C", "H", "H", "H", "H"], "positions_angstrom": [[0.63347, -0.61607, -1.65379], [0.11053, -0.27377, -0.34442], [-1.17584, 0.25421, -0.37826], [-1.23505, 1.52660, -1.06481], [-1.41063, 2.60327, -0.10875], [1.63438, -1.01577, -1.51263], [0.68175, 0.24288, -2.33039], [-0.01134, -1.38278, -2.08337], [0.75215, 0.35998, 0.15938], [-2.04813, 1.44862, -1.67034], [-1.49595, 3.53209, -0.67098], [-2.29607, 2.48385, 0.52465], [-0.52444, 2.65343, 0.52401], [0.58420, -2.22218, 1.37796], [1.54779, -1.62913, 2.08323], [0.80615, -2.97605, 0.63849], [-0.45742, -2.09031, 1.62326], [1.31775, -1.00596, 2.93523], [2.58671, -1.89290, 1.95152]], "forces_ev_per_a": [[-0.375, 0.363, -0.056], [0.435, 0.302, -0.022], [-0.205, 0.562, -0.055], [0.353, -0.206, -0.390], [-0.106, -0.287, 0.186], [0.067, -0.087, 0.037], [0.012, -0.062, -0.049], [0.080, -0.031, -0.066], [-0.655, -0.251, -0.297], [0.075, -0.121, 0.171], [0.042, 0.045, 0.001], [0.030, 0.005, 0.036], [-0.031, 0.100, 0.007], [0.600, -0.166, 1.018], [-0.369, -0.882, 0.177], [0.062, 0.094, -0.283], [-0.104, 0.214, -0.139], [-0.052, 0.263, -0.066], [0.140, 0.147, -0.212]]}

{"formula": "C4H12N2O", "method": "ωB97M-V/def2-TZVPD", "smiles": "CC/C(N)=C/N.O", "orbital_gap_ev": 7.76, "homo_ha": -0.256, "relative_energy_ev": 2.717, "e_lumo_ev": 0.79, "fmax_ev_per_a": 5.57, "species": ["C", "C", "C", "N", "C", "N", "H", "H", "H", "H", "H", "H", "H", "H", "H", "H", "O", "H", "H"], "positions_angstrom": [[-1.63304, 0.62267, -0.30384], [-0.37677, 1.47367, -0.05423], [0.64387, 0.92086, 0.82148], [0.52492, 1.10048, 2.21209], [1.36400, 0.01358, 0.09531], [2.15638, -0.90438, 0.82783], [-2.63212, 1.24560, -0.53131], [-1.78253, -0.10827, 0.54458], [-1.35733, -0.06330, -1.08010], [-0.80931, 2.44226, 0.41131], [-0.00744, 1.75888, -1.00283], [-0.42998, 1.23827, 2.53304], [0.82174, 0.29867, 2.66307], [1.03916, -0.36699, -0.86640], [2.48778, -1.69331, 0.35744], [2.82559, -0.48932, 1.49864], [-0.67458, -2.62526, -2.48298], [-1.52072, -2.55377, -2.22551], [-0.63961, -2.31036, -3.41759]], "forces_ev_per_a": [[-1.368, -0.240, 1.061], [-3.471, 3.618, 1.348], [-0.157, -1.831, -2.372], [-0.169, 1.230, -1.087], [-0.103, -0.448, 3.271], [0.378, 1.392, 1.489], [2.376, -1.539, 0.419], [-0.284, 1.081, -0.449], [-0.410, -0.258, -0.981], [0.928, -1.013, -0.672], [0.637, 0.393, -0.874], [0.085, 0.399, -0.541], [1.122, -2.005, 1.237], [0.254, 0.732, -0.213], [0.748, -0.976, -0.729], [-0.586, -0.567, -0.923], [4.917, 0.029, -2.619], [-4.803, 0.415, 1.429], [-0.093, -0.410, 1.206]]}

{"formula": "C4H12N2O", "method": "ωB97M-V/def2-TZVPD", "smiles": "NCCCNCO", "orbital_gap_ev": 10.01, "homo_ha": -0.328, "relative_energy_ev": 1.947, "e_lumo_ev": 1.08, "fmax_ev_per_a": 1.73, "species": ["N", "C", "C", "C", "N", "C", "O", "H", "H", "H", "H", "H", "H", "H", "H", "H", "H", "H", "H"], "positions_angstrom": [[-1.03333, 1.05594, -1.84502], [-1.85052, 1.19483, -0.64299], [-1.13907, 0.80133, 0.69514], [0.33242, 0.35616, 0.57325], [0.43816, -1.11079, 0.71184], [1.80543, -1.58820, 0.93595], [2.49657, -1.90853, -0.28750], [-0.17189, 1.57209, -1.74647], [-1.52388, 1.33008, -2.68452], [-2.67056, 0.53935, -0.77563], [-2.19180, 2.21624, -0.48647], [-1.62567, -0.09418, 1.07292], [-1.19247, 1.65125, 1.37213], [0.77540, 0.68619, -0.36467], [0.99933, 0.82357, 1.29893], [0.14586, -1.44902, -0.19902], [2.37359, -0.75265, 1.32774], [1.72508, -2.49366, 1.52326], [2.30736, -2.83004, -0.47889]], "forces_ev_per_a": [[0.291, -0.391, 0.384], [1.074, 0.497, 0.407], [0.814, -0.310, -0.924], [0.294, 0.075, -0.053], [0.409, 0.548, -0.204], [-0.729, 0.291, -1.544], [-0.158, -0.002, 0.305], [-0.056, 0.195, -0.362], [0.037, 0.143, 0.104], [-1.108, -0.414, -0.072], [-0.405, 0.161, -0.216], [-0.280, 0.320, 0.519], [-0.247, -0.222, 0.215], [-0.023, -0.051, -0.291], [-0.393, -0.056, 0.495], [-0.145, -0.489, 0.088], [0.143, -0.306, 0.760], [0.421, 0.048, 0.553], [0.062, -0.037, -0.163]]}